This record from the OMol25 dataset describes a structure of composition C28H59GaN3O5 in a non-equilibrium geometry. The level of theory is ωB97M-V/def2-TZVPD.

For the LUMO energy (spin up / spin down), the calculation gives 2.03 / 1.55 eV. The expectation value of S² is 2.008. The frontier orbital gap (spin up / spin down) comes out at 6.92 / 6.44 eV. As for the multiplicity: 3. Its HOMO energy (spin up / spin down) is -4.89 / -4.89 eV. The total charge is -1.

Positions of all 96 atoms, in Å:
C  6.624  -2.376  5.303
C  7.210  -1.197  4.460
C  6.120  -0.207  3.937
C  5.252  0.367  5.095
C  4.131  1.359  4.604
C  2.828  1.045  5.424
C  1.716  2.090  5.081
C  0.431  1.469  4.458
C  -0.398  0.583  5.465
C  -1.156  -0.500  4.606
Ga  -3.032  -0.971  5.265
O  -3.137  -1.518  7.064
O  -3.570  -2.519  4.220
N  -3.801  -2.086  2.987
O  -2.949  -2.434  2.217
H  5.834  -2.880  4.710
H  6.158  -2.058  6.249
H  7.458  -3.085  5.476
H  7.660  -1.667  3.558
H  8.009  -0.673  5.023
H  5.435  -0.781  3.277
H  6.571  0.620  3.351
H  4.723  -0.469  5.600
H  5.889  0.867  5.850
H  4.473  2.394  4.795
H  3.947  1.215  3.520
H  2.533  -0.005  5.259
H  3.108  1.195  6.489
H  2.148  2.780  4.319
H  1.434  2.724  5.948
H  -0.278  2.237  4.081
H  0.732  0.780  3.642
H  0.281  0.066  6.177
H  -1.088  1.203  6.077
H  -1.266  -0.064  3.586
H  -0.504  -1.393  4.536
H  -4.118  0.178  4.933
H  -2.587  -0.988  7.635
C  -1.430  4.592  0.160
C  -0.343  3.564  -0.219
C  0.095  3.805  -1.670
C  -0.977  3.410  -2.677
C  -1.418  1.966  -2.461
C  -1.791  1.623  -1.009
N  -0.836  2.174  -0.007
O  0.211  1.382  0.035
C  -3.212  2.130  -0.683
C  -1.924  0.091  -0.921
C  0.825  3.907  0.722
H  -0.994  5.589  0.252
H  -2.218  4.694  -0.584
H  -1.888  4.344  1.119
H  1.008  3.238  -1.880
H  0.354  4.859  -1.808
H  -1.837  4.083  -2.613
H  -0.582  3.520  -3.691
H  -2.264  1.749  -3.119
H  -0.601  1.313  -2.789
H  -3.447  1.975  0.371
H  -3.956  1.582  -1.265
H  -3.371  3.180  -0.920
H  -1.020  -0.423  -1.252
H  -2.732  -0.260  -1.566
H  -2.150  -0.235  0.096
H  0.547  3.757  1.768
H  1.113  4.954  0.605
H  1.721  3.319  0.521
C  -0.468  -1.091  -6.335
C  -1.500  -2.180  -6.704
C  -2.913  -1.645  -6.437
C  -3.217  -1.517  -4.949
C  -2.977  -2.842  -4.232
C  -1.609  -3.481  -4.520
N  -1.227  -3.437  -5.958
O  -1.855  -4.413  -6.576
C  -0.511  -2.797  -3.682
C  -1.648  -4.919  -3.972
C  -1.310  -2.368  -8.218
H  -0.505  -0.273  -7.057
H  -0.647  -0.626  -5.368
H  0.547  -1.492  -6.345
H  -3.653  -2.311  -6.895
H  -3.038  -0.673  -6.922
H  -2.615  -0.723  -4.495
H  -4.260  -1.217  -4.816
H  -3.092  -2.690  -3.155
H  -3.772  -3.534  -4.529
H  0.478  -3.176  -3.947
H  -0.657  -2.996  -2.619
H  -0.500  -1.713  -3.776
H  -2.473  -5.499  -4.387
H  -1.790  -4.906  -2.890
H  -0.716  -5.448  -4.180
H  -0.308  -2.742  -8.442
H  -1.432  -1.416  -8.736
H  -2.037  -3.055  -8.651

***

This record from the OMol25 dataset describes a cluster of 2 separate species, C3H12N2S in total in a non-equilibrium geometry. The level of theory is ωB97M-V/def2-TZVPD.

For the LUMO energy, the calculation gives 0.85 eV. The value obtained for the energy above the lowest of the compared OMol25 structures with the same formula, charge and spin is 23.5 kcal/mol. The frontier orbital gap comes out at 9.40 eV. As for the multiplicity: 1. Its HOMO energy is -8.55 eV.

Positions of all 18 atoms, in Å:
C  -2.163  0.565  -1.420
C  -2.733  -0.021  -0.166
S  -1.841  -0.101  1.457
H  -1.636  1.471  -1.246
H  -1.730  -0.141  -2.098
H  -3.082  0.823  -1.917
H  -2.956  -1.097  -0.317
H  -3.718  0.385  0.103
H  -0.811  0.857  1.493
N  1.138  -0.438  0.242
C  2.606  -0.210  -0.038
N  3.319  0.217  1.172
H  0.835  -1.113  -0.508
H  0.980  -0.873  1.184
H  2.536  0.566  -0.824
H  3.021  -1.130  -0.547
H  3.448  -0.614  1.725
H  2.788  0.854  1.704

***

This record from the OMol25 dataset describes a structure of composition C44H35BrCl3F3InN6O5SSb. The level of theory is ωB97M-V/def2-TZVPD.

For the LUMO energy, the calculation gives -5.96 eV. The value obtained for the energy above the lowest of the compared OMol25 structures with the same formula, charge and spin is 13.8 kcal/mol. The frontier orbital gap comes out at 6.94 eV. As for the multiplicity: 1. Its HOMO energy is -12.90 eV. The total charge is +2.

Positions of all 100 atoms, in Å:
In  0.785  -0.213  -1.006
Br  -6.303  1.093  -3.014
C  -4.638  0.392  -2.458
C  -4.584  -0.597  -1.467
C  -3.368  -1.086  -1.051
C  -2.160  -0.619  -1.591
O  -1.027  -1.171  -1.187
C  -2.226  0.371  -2.603
C  -1.090  0.870  -3.307
N  0.151  0.715  -2.981
C  1.191  1.239  -3.780
C  1.063  2.192  -4.760
C  2.170  2.593  -5.532
C  3.401  2.040  -5.332
C  3.581  1.087  -4.304
C  4.819  0.465  -4.037
C  4.926  -0.443  -3.019
C  3.799  -0.698  -2.229
N  2.625  -0.142  -2.456
C  2.479  0.719  -3.503
C  -3.486  0.852  -3.027
H  -5.501  -0.971  -1.032
H  -3.314  -1.860  -0.295
H  -1.321  1.409  -4.224
H  0.108  2.659  -4.956
H  2.026  3.343  -6.299
H  4.247  2.318  -5.948
H  5.678  0.716  -4.648
H  5.855  -0.952  -2.805
H  3.864  -1.379  -1.392
H  -3.533  1.590  -3.819
F  7.130  -5.485  -0.550
C  6.017  -4.788  -0.335
C  4.796  -5.383  -0.592
C  3.638  -4.653  -0.370
C  3.722  -3.349  0.108
C  4.965  -2.771  0.368
C  6.125  -3.493  0.144
Sb  1.955  -2.270  0.612
C  0.653  -3.889  0.985
C  1.010  -4.836  1.945
C  0.222  -5.959  2.130
C  -0.895  -6.125  1.329
F  -1.647  -7.210  1.497
C  -1.255  -5.208  0.359
C  -0.474  -4.074  0.189
C  2.758  -1.272  2.296
C  2.966  -1.922  3.508
C  3.589  -1.256  4.552
C  4.005  0.049  4.357
F  4.611  0.689  5.356
C  3.811  0.716  3.162
C  3.179  0.042  2.127
H  4.761  -6.402  -0.956
H  2.676  -5.109  -0.569
H  5.036  -1.766  0.768
H  7.101  -3.073  0.347
H  1.905  -4.716  2.543
H  0.471  -6.710  2.868
H  -2.129  -5.390  -0.252
H  -0.755  -3.336  -0.551
H  2.633  -2.942  3.661
H  3.757  -1.739  5.507
H  4.148  1.739  3.055
H  3.013  0.558  1.185
Cl  -2.816  -0.967  4.793
C  -1.893  -2.242  3.997
Cl  -0.984  -3.188  5.173
Cl  -2.970  -3.288  3.056
C  -0.951  -1.615  3.066
N  -0.209  -1.124  2.343
C  -7.099  4.648  2.908
C  -6.526  4.396  1.520
S  -4.967  3.507  1.631
O  -5.170  2.131  1.232
O  -4.363  3.735  2.923
C  -3.859  4.271  0.384
C  -2.432  4.353  0.933
N  -1.433  3.513  0.244
C  -1.170  2.225  0.522
N  -0.104  1.803  -0.177
C  0.293  2.854  -0.962
C  -0.527  3.902  -0.730
N  -0.494  5.156  -1.440
O  0.369  5.249  -2.289
O  -1.321  6.006  -1.172
C  -1.930  1.430  1.509
H  -8.014  5.232  2.818
H  -6.394  5.199  3.529
H  -7.340  3.713  3.412
H  -6.323  5.324  0.983
H  -7.163  3.756  0.911
H  -4.253  5.261  0.157
H  -3.934  3.645  -0.505
H  -2.446  4.057  1.980
H  -2.068  5.367  0.872
H  1.138  2.823  -1.627
H  -1.648  1.710  2.528
H  -1.705  0.383  1.354
H  -3.006  1.578  1.406

***

This record from the OMol25 dataset describes an isolated molecule of CH4ClN3 in a non-equilibrium geometry. The level of theory is ωB97M-V/def2-TZVPD.

For the LUMO energy (spin up / spin down), the calculation gives 1.27 / -1.40 eV. The value obtained for the energy above the lowest of the compared OMol25 structures with the same formula, charge and spin is 9.7 kcal/mol. The expectation value of S² is 2.007. The frontier orbital gap (spin up / spin down) comes out at 7.01 / 7.61 eV. As for the multiplicity: 3. Its HOMO energy (spin up / spin down) is -5.74 / -9.01 eV.

Positions of all 9 atoms, in Å:
C  1.508  -0.862  -0.258
N  -1.988  0.831  0.202
N  -0.906  0.061  0.296
N  0.066  0.159  -0.513
Cl  2.708  0.180  0.351
H  1.281  -1.538  0.530
H  1.723  -1.229  -1.295
H  -2.605  0.672  0.973
H  -1.787  1.726  -0.286

***

This record from the OMol25 dataset describes an isolated molecule of C18H31N3O4S in a non-equilibrium geometry. The level of theory is ωB97M-V/def2-TZVPD.

For the LUMO energy, the calculation gives 0.60 eV. The value obtained for the energy above the lowest of the compared OMol25 structures with the same formula, charge and spin is 1.5 kcal/mol. The frontier orbital gap comes out at 9.57 eV. As for the multiplicity: 1. Its HOMO energy is -8.97 eV.

Positions of all 57 atoms, in Å:
O  -0.175  2.507  1.530
C  0.683  2.361  0.688
N  1.477  3.372  0.259
C  1.549  4.633  0.960
C  2.738  4.658  1.938
C  2.650  3.494  2.886
C  3.337  2.378  2.675
C  3.234  1.149  3.525
C  1.991  1.192  4.409
C  1.896  2.556  5.080
C  1.668  3.623  4.014
C  0.936  1.040  -0.038
C  0.221  -0.110  0.669
C  0.444  -1.417  -0.089
N  0.081  -1.325  -1.489
S  -1.545  -1.540  -1.778
O  -2.383  -0.888  -0.819
O  -1.763  -1.252  -3.165
N  -1.605  -3.177  -1.448
C  -2.885  -3.684  -0.989
C  -3.818  -3.948  -2.174
O  -3.215  -4.827  -3.099
C  -2.016  -4.282  -3.611
C  -1.015  -4.002  -2.486
C  0.694  -0.213  -2.186
C  0.430  1.119  -1.484
H  2.254  3.152  -0.345
H  0.610  4.741  1.505
H  1.639  5.444  0.232
H  3.669  4.607  1.367
H  2.719  5.603  2.483
H  4.043  2.322  1.854
H  4.132  1.069  4.147
H  3.212  0.264  2.882
H  1.101  1.043  3.795
H  2.033  0.395  5.154
H  2.824  2.763  5.619
H  1.075  2.571  5.799
H  0.660  3.509  3.604
H  1.738  4.621  4.452
H  2.017  0.851  -0.047
H  -0.846  0.108  0.709
H  0.589  -0.209  1.691
H  1.499  -1.709  -0.043
H  -0.164  -2.217  0.334
H  -3.309  -2.936  -0.321
H  -2.699  -4.614  -0.442
H  -4.738  -4.435  -1.848
H  -4.054  -2.990  -2.661
H  -1.620  -5.024  -4.307
H  -2.225  -3.344  -4.142
H  -0.147  -3.465  -2.868
H  -0.696  -4.941  -2.022
H  1.771  -0.409  -2.243
H  0.276  -0.210  -3.193
H  -0.646  1.303  -1.476
H  0.919  1.927  -2.031

***

This record from the OMol25 dataset describes a cluster of 16 separate species, H32O16 in total in a non-equilibrium geometry. The level of theory is ωB97M-V/def2-TZVPD.

For the LUMO energy, the calculation gives -0.79 eV. The value obtained for the energy above the lowest of the compared OMol25 structures with the same formula, charge and spin is 135.0 kcal/mol. The frontier orbital gap comes out at 8.02 eV. As for the multiplicity: 1. Its HOMO energy is -8.80 eV.

Positions of all 48 atoms, in Å:
O  -1.985  -0.538  3.152
H  -1.714  0.170  3.712
H  -1.247  -1.129  2.981
O  -1.534  2.294  1.580
H  -1.677  3.017  0.913
H  -0.992  1.588  1.166
O  -3.255  -0.181  0.579
H  -3.270  -0.280  1.520
H  -2.321  -0.267  0.381
O  2.076  -0.877  0.888
H  2.761  -1.445  1.346
H  2.327  0.061  1.024
O  1.803  -1.117  -1.981
H  2.516  -1.589  -1.634
H  2.154  -0.757  -2.776
O  -0.272  0.050  0.246
H  0.063  0.332  -0.597
H  0.460  -0.396  0.634
O  -1.868  3.264  -1.068
H  -2.399  2.548  -1.446
H  -0.976  2.998  -1.054
O  -0.448  0.437  -2.537
H  -0.096  1.264  -2.859
H  -0.262  -0.328  -3.086
O  -0.536  -2.848  2.354
H  -0.157  -3.573  2.830
H  -0.027  -2.897  1.523
O  0.725  2.702  -1.186
H  0.512  2.659  -2.107
H  0.982  3.597  -1.071
O  -3.015  1.300  -2.499
H  -2.275  0.634  -2.404
H  -3.157  1.102  -3.437
O  3.692  0.666  -1.385
H  3.515  1.523  -1.845
H  2.893  0.114  -1.430
O  2.276  1.898  1.006
H  1.467  1.707  0.466
H  1.976  2.047  1.918
O  -1.746  -2.153  -1.388
H  -2.207  -2.966  -1.535
H  -0.979  -2.391  -0.891
O  1.056  -0.765  3.925
H  1.713  -1.375  4.234
H  0.677  -1.272  3.226
O  0.577  -2.995  -0.261
H  0.918  -2.210  -0.723
H  1.289  -3.637  -0.386

***

This record from the OMol25 dataset describes a structure of composition C3H6N2O2 in a non-equilibrium geometry. The level of theory is ωB97M-V/def2-TZVPD.

For the LUMO energy, the calculation gives -1.81 eV. The value obtained for the energy above the lowest of the compared OMol25 structures with the same formula, charge and spin is 247.3 kcal/mol. The frontier orbital gap comes out at 6.59 eV. As for the multiplicity: 1. Its HOMO energy is -8.40 eV.

Positions of all 13 atoms, in Å:
C  -1.916  0.595  -0.915
N  -0.649  -0.166  -0.764
C  -0.035  0.162  0.460
C  1.216  -0.663  0.600
N  2.296  -0.131  -0.242
O  1.065  -1.658  1.413
O  -1.910  1.776  -0.388
H  -2.599  -0.157  -0.426
H  -2.153  0.654  -2.106
H  -0.418  0.723  1.320
H  0.164  0.755  -0.531
H  3.157  -0.425  0.180
H  1.495  -0.987  -0.466

***

This record from the OMol25 dataset describes a cluster of 2 separate species, C3H7O2S in total in a non-equilibrium geometry. The level of theory is ωB97M-V/def2-TZVPD.

For the LUMO energy (spin up / spin down), the calculation gives 0.79 / -3.59 eV. The value obtained for the energy above the lowest of the compared OMol25 structures with the same formula, charge and spin is 34.0 kcal/mol. The expectation value of S² is 0.754. The frontier orbital gap (spin up / spin down) comes out at 9.22 / 4.84 eV. As for the multiplicity: 2. Its HOMO energy (spin up / spin down) is -8.43 / -8.43 eV.

Positions of all 13 atoms, in Å:
C  -1.231  -0.656  1.141
S  -1.912  -0.998  -0.523
C  -0.388  -1.182  -1.467
H  -1.292  0.412  1.328
H  -0.170  -0.862  1.170
H  -1.877  -1.183  1.835
H  0.218  -2.008  -1.054
H  -0.625  -1.395  -2.485
H  0.232  -0.290  -1.450
O  2.953  2.323  0.117
C  1.726  2.034  0.417
O  1.373  1.525  1.417
H  0.993  2.281  -0.445